1.
Density functional theory data (ωB97M-V with the def2-TZVPD basis set) for a molecular structure, C21H32NO5PPtS2.

Values from the calculation:
Total energy ... -68233.3494 eV
Max |F| ... 1.5 eV Å⁻¹
Frontier orbital gap ... 7.85 eV
HOMO ... -7.87 eV

```
! wB97M-V def2-TZVPD RIJCOSX def2/J DEFGRID3
* xyz 0 1
Pt 0.3966 0.4203 0.6859
S 4.3145 0.7508 2.6124
C 4.5620 1.0371 0.9338
C 3.4368 0.8743 0.1828
C 2.3150 0.5219 0.9779
C 2.6549 0.4095 2.3185
C 1.6295 -0.1394 3.1812
C 1.6754 -0.3181 4.5618
C 0.6162 -0.9316 5.2018
C -0.4602 -1.3944 4.4521
C -0.4576 -1.1847 3.0896
N 0.5328 -0.5477 2.4673
H 5.5417 1.3255 0.5910
H 3.4021 1.0054 -0.8874
H 2.5418 0.0270 5.1072
H 0.6293 -1.0590 6.2756
H -1.2867 -1.9163 4.9086
H -1.2490 -1.5609 2.4540
C -2.9203 2.0384 -2.1930
C -1.9113 2.8734 -2.9766
C -1.7091 4.2499 -2.3539
C -2.3431 3.0166 -4.4327
O -0.6836 2.1342 -3.0156
P 0.5057 2.2012 -1.9221
O 1.3749 3.3671 -2.1540
O -0.1033 2.0559 -0.5088
O 1.2166 0.7864 -2.2017
C 1.6090 0.2549 -3.4911
C 1.8909 1.3389 -4.5256
C 0.4909 -0.6741 -3.9566
C 2.8866 -0.5415 -3.2394
H -3.8463 2.5971 -2.0372
H -2.4808 1.7616 -1.2361
H -3.1505 1.1180 -2.7317
H -2.6482 4.8053 -2.3782
H -0.9501 4.8042 -2.9027
H -1.3714 4.1705 -1.3209
H -3.3068 3.5230 -4.4952
H -2.4325 2.0342 -4.8963
H -1.6071 3.5954 -4.9886
H 0.9969 1.9047 -4.7712
H 2.2620 0.8592 -5.4325
H 2.6409 2.0368 -4.1567
H -0.4229 -0.1088 -4.1245
H 0.2976 -1.4336 -3.1982
H 0.7773 -1.1698 -4.8859
H 3.6702 0.1087 -2.8518
H 3.2398 -0.9681 -4.1797
H 2.7099 -1.3547 -2.5363
O -1.9129 0.1700 0.7006
S -2.7287 0.7506 1.8304
C -4.3031 1.3246 1.1153
C -4.4524 2.7952 1.4930
C -3.0528 3.3952 1.3833
C -2.1357 2.4453 2.1416
H -5.0990 0.6839 1.4872
H -4.1931 1.1793 0.0404
H -4.8209 2.8840 2.5183
H -5.1702 3.2926 0.8399
H -2.9980 4.4082 1.7814
H -2.7444 3.4280 0.3393
H -2.1889 2.5915 3.2214
H -1.0942 2.4705 1.8157
*
```

Mulliken atomic charge list, values in e, 8 entries: atom 1 (Pt): 0.750, atom 2 (S): -0.281, atom 3 (C): -0.705, atom 4 (C): -0.219, atom 5 (C): -0.076, atom 6 (C): -0.018, atom 7 (C): 0.882, atom 8 (C): -0.780

---

2.
Density functional theory data (ωB97M-V with the def2-TZVPD basis set) for a gas-phase ion, C3H4Cl3N2 (charge +1).

Values from the calculation:
Total energy ... -43713.9452 eV
Max |F| ... 3.5 eV Å⁻¹
Frontier orbital gap ... 8.19 eV
HOMO ... -14.46 eV

```
! wB97M-V def2-TZVPD RIJCOSX def2/J DEFGRID3
* xyz 1 1
C 0.0450 -0.1893 0.2117
C -0.5714 2.0052 -0.2384
C 0.4287 2.0590 -1.4034
N 0.2520 -0.3057 -1.0378
N -0.2837 1.0578 0.7957
Cl -2.2311 1.5275 -0.8517
Cl -0.1559 2.3148 -2.9338
Cl 2.0396 2.3231 -1.1015
H -0.1988 -1.0564 0.8024
H -0.7604 2.9867 0.1563
H 0.7262 -1.0770 -1.5209
H -0.4356 1.0285 1.8160
*
```

Mulliken atomic charge list, values in e, 8 entries: atom 1 (C): -0.051, atom 2 (C): -0.174, atom 3 (C): 0.477, atom 4 (N): -0.437, atom 5 (N): -0.220, atom 6 (Cl): -0.098, atom 7 (Cl): 0.066, atom 8 (Cl): 0.038

---

3.
Density functional theory data (ωB97M-V with the def2-TZVPD basis set) for a molecular structure, C8H8N2O3S.

Values from the calculation:
Total energy ... -28381.6632 eV
Max |F| ... 4.4 eV Å⁻¹
Frontier orbital gap ... 9.05 eV
HOMO ... -8.56 eV

```
! wB97M-V def2-TZVPD RIJCOSX def2/J DEFGRID3
* xyz 0 1
C 3.1991 0.6443 0.2196
C 2.8781 1.9466 -0.1306
C 2.2729 -0.4046 0.0249
C 1.6079 2.2131 -0.5195
C 1.0024 -0.1366 -0.4151
C 0.6792 1.1916 -0.7284
C -1.0268 -1.3220 -0.6860
C -3.3872 -0.7006 -0.3674
N 0.2369 -1.1968 -0.5917
N -2.0043 -0.3551 -0.5033
O -0.6424 1.5874 -1.0886
O -0.8297 1.1168 1.2770
O -2.8282 1.8757 -0.0470
S -1.5922 1.1991 0.0719
H 4.2188 0.5233 0.5697
H 3.5725 2.7415 -0.0522
H 2.3820 -1.4208 0.3204
H 1.3894 3.1899 -0.8673
H -1.4500 -2.2839 -0.8881
H -3.8567 -0.5233 0.5331
H -3.9672 -0.2453 -1.1671
H -3.3386 -1.7630 -0.3304
*
```

Mulliken atomic charge list, values in e, 8 entries: atom 1 (C): -0.520, atom 2 (C): -0.556, atom 3 (C): -0.429, atom 4 (C): -0.584, atom 5 (C): 0.506, atom 6 (C): 0.463, atom 7 (C): 0.077, atom 8 (C): -0.965

---

4.
Density functional theory data (ωB97M-V with the def2-TZVPD basis set) for 2 unconnected molecules or ions with the total composition C3H5N.

Values from the calculation:
SMILES string ... C#N.C=C
Total energy ... -4679.8346 eV
Max |F| ... 3.3 eV Å⁻¹
Frontier orbital gap ... 11.52 eV
HOMO ... -10.46 eV

```
! wB97M-V def2-TZVPD RIJCOSX def2/J DEFGRID3
* xyz 0 1
C 2.1982 -0.2403 0.3365
N 3.0019 0.2083 -0.3626
H 1.6016 -0.7141 1.0695
C -0.4547 -0.2356 0.5515
C -0.7065 -0.4887 -0.7421
H 0.1451 0.5802 0.8952
H -1.0827 -0.7359 1.2750
H -1.4199 -1.2037 -0.9131
H -0.1194 -0.0292 -1.5184
*
```

Mulliken atomic charge list, values in e, 8 entries: atom 1 (C): 0.010, atom 2 (N): -0.385, atom 3 (H): 0.399, atom 4 (C): -0.905, atom 5 (C): -0.471, atom 6 (H): 0.581, atom 7 (H): 0.242, atom 8 (H): 0.256

---

5.
Density functional theory data (ωB97M-V with the def2-TZVPD basis set) for 9 unconnected molecules or ions with the total composition C21H60O15.

Values from the calculation:
SMILES string ... CC(C)O.CC(C)O.CC(C)O.OCCO.OCCO.OCCO.OCCO.OCCO.OCCO
Total energy ... -53458.7905 eV
Max |F| ... 3.4 eV Å⁻¹
Frontier orbital gap ... 9.95 eV
HOMO ... -9.42 eV

```
! wB97M-V def2-TZVPD RIJCOSX def2/J DEFGRID3
* xyz 0 1
C -4.0120 -1.1383 3.8125
C -3.5186 0.2795 3.6508
C -3.7354 1.1699 4.9404
O -2.0928 0.1132 3.4968
H -3.8107 -1.5459 4.7895
H -3.5004 -1.7084 3.0034
H -5.0959 -1.0927 3.5948
H -3.9481 0.8389 2.7607
H -3.1749 0.9146 5.8728
H -4.7849 1.1090 5.2885
H -3.5193 2.2119 4.8001
H -1.7416 1.0322 3.5847
C 0.9876 2.3798 4.3807
C -0.1695 3.3213 4.0874
C 0.2010 4.7088 3.3505
O -1.0677 2.5301 3.2864
H 0.6172 1.4714 4.9294
H 1.7061 2.8785 5.0788
H 1.3579 2.0682 3.4568
H -0.7576 3.5516 4.9813
H -0.3070 4.6408 2.4140
H 1.3050 4.7223 3.1927
H -0.0050 5.5250 4.0295
H -0.6881 2.3731 2.3945
C 4.0588 -1.7142 -3.7527
C 4.2683 -0.6843 -2.6311
C 5.7836 -0.4156 -2.4118
O 3.5704 0.5560 -2.8698
H 4.7212 -1.4533 -4.5946
H 3.0049 -1.7354 -4.0478
H 4.3123 -2.7134 -3.3760
H 3.7795 -0.9400 -1.6652
H 5.9418 0.3541 -1.6446
H 6.2099 -0.0040 -3.3116
H 6.3364 -1.3436 -2.1957
H 4.2146 1.0947 -3.3131
O 3.1568 -1.9749 0.3500
C 3.6134 -1.2240 1.4436
C 2.6215 -1.2606 2.6243
O 1.3217 -0.7443 2.3113
H 2.1761 -2.1071 0.3695
H 4.5515 -1.6235 1.7657
H 3.6805 -0.1945 1.1618
H 3.0148 -0.6960 3.4419
H 2.5581 -2.3367 2.9754
H 0.6795 -1.4239 2.4151
O -0.5013 -2.5458 -3.0375
C -1.8883 -2.5118 -3.5348
C -2.6181 -3.2578 -2.4788
O -2.3107 -2.9053 -1.1286
H -0.0452 -2.1734 -3.8002
H -2.2099 -1.4729 -3.7009
H -1.9814 -3.0222 -4.4972
H -2.4629 -4.3346 -2.6674
H -3.7127 -3.0783 -2.5585
H -1.4330 -3.2308 -0.9308
O -0.3392 -4.1761 0.5461
C -0.7892 -4.7170 1.8525
C -1.5985 -3.6035 2.4783
O -0.8713 -2.5377 3.1437
H 0.2903 -4.8265 0.2408
H -1.4754 -5.6220 1.6869
H 0.1191 -4.9760 2.3976
H -2.2373 -4.0279 3.3004
H -2.0935 -3.1941 1.6190
H -1.3413 -1.6839 3.0816
O -1.7873 0.2773 -5.1918
C -0.4784 0.7528 -5.0630
C 0.4626 0.0426 -5.9902
O 0.3601 -1.4035 -5.9172
H -2.1482 0.5288 -6.0634
H -0.3712 1.8263 -5.2716
H -0.2864 0.5698 -4.0079
H 1.5164 0.2818 -5.8112
H 0.2776 0.4572 -7.0733
H -0.5473 -1.6025 -6.0385
O -0.3136 3.8486 -2.5780
C -1.5388 3.8604 -1.9248
C -1.2721 4.2805 -0.4966
O -2.4073 4.6414 0.3225
H 0.2333 3.1392 -2.1919
H -2.1874 4.5645 -2.4145
H -2.1549 2.9605 -1.9470
H -0.7013 5.2322 -0.6355
H -0.5463 3.5785 -0.0671
H -2.6650 3.8604 0.7851
O 0.2850 1.6249 1.1623
C -0.4983 0.7987 0.2468
C 0.3535 0.2457 -0.8335
O 0.9451 1.2802 -1.6643
H 0.7613 0.8750 1.6610
H -1.0863 0.0123 0.7793
H -1.2934 1.4942 -0.0673
H -0.2195 -0.5057 -1.3849
H 1.2158 -0.3013 -0.4459
H 1.7709 0.9064 -2.1117
*
```

Mulliken atomic charge list, values in e, 8 entries: atom 1 (C): -1.182, atom 2 (C): 0.707, atom 3 (C): -1.394, atom 4 (O): -0.173, atom 5 (H): 0.326, atom 6 (H): 0.054, atom 7 (H): 0.443, atom 8 (H): 0.201

---

6.
Density functional theory data (ωB97M-V with the def2-TZVPD basis set) for a molecular structure, C2H48O24Y.

Values from the calculation:
Total energy ... -53033.8178 eV
Max |F| ... 3.5 eV Å⁻¹
Frontier orbital gap ... 6.28 eV
HOMO ... -11.15 eV

```
! wB97M-V def2-TZVPD RIJCOSX def2/J DEFGRID3
* xyz 1 1
Y -2.4556 0.9556 -2.5959
O 0.5734 -0.1844 1.6491
C 0.5624 0.1706 0.2771
C -0.7526 -0.1604 -0.4009
O -0.6536 0.1766 -1.7729
H 1.3514 -0.3454 -0.2829
H 0.7704 1.2586 0.2161
H -1.5576 0.4786 -0.0359
H -1.0916 -1.1714 -0.3349
O -4.0536 1.6416 -1.0279
H -4.0556 2.2666 -0.2899
H -4.7846 1.1446 -0.6859
O -2.5736 -3.0744 0.5801
H -2.8416 -3.3714 1.4521
H -1.6236 -2.9724 0.7291
O -0.7386 1.9466 -4.1139
H -0.0646 1.6016 -4.6859
H -0.3306 2.7766 -3.8739
O 1.9784 1.5646 4.1481
H 2.3164 1.4476 3.2201
H 2.5564 1.2586 4.8101
O 2.2414 3.5506 -0.0839
H 1.2754 3.3916 0.0671
H 2.5424 4.1346 0.6301
O 2.8464 -1.3304 2.2861
H 1.9734 -1.0724 1.9771
H 3.1874 -0.6374 2.8361
O -1.8826 -0.4934 -4.3679
H -2.2686 -1.2014 -4.9249
H -0.9686 -0.4844 -4.6179
O -0.3096 3.4856 0.8591
H -0.8386 4.2516 0.9791
H -0.7966 2.8366 1.3731
O 0.1844 -3.0374 1.1231
H 0.3754 -2.1024 1.0501
H 0.7474 -3.4024 1.8381
O 4.4034 0.0606 0.0801
H 3.7744 -0.6584 0.0441
H 4.0004 0.6826 0.6661
O 2.5504 -0.3834 -3.3589
H 2.2614 0.5046 -3.0569
H 1.8184 -0.8914 -2.9719
O 1.0104 -0.7914 5.0111
H 1.3184 0.1506 4.8801
H 0.4884 -1.0774 4.2851
O -1.0376 -1.5524 3.3081
H -0.4696 -1.0524 2.6971
H -1.6856 -0.9464 3.6531
O -1.2776 1.4886 2.4791
H -0.5986 0.8626 2.0811
H -0.9806 1.6996 3.3501
O 0.5134 -2.1834 -2.4689
H 1.0494 -2.4764 -1.7819
H 0.0034 -1.4174 -2.0739
O -3.1536 -1.1124 -1.9259
H -3.9746 -1.5374 -1.6129
H -2.5906 -1.8844 -2.0909
O 2.7674 -2.9474 -0.6239
H 2.6624 -3.5654 0.1051
H 3.6074 -3.2104 -1.0089
O 2.7564 1.4106 1.6541
H 1.8924 0.9406 1.4951
H 2.6644 2.2556 1.2121
O 1.6564 1.7926 -2.2409
H 0.8434 1.3276 -2.0629
H 1.8174 2.3056 -1.4379
O -1.5486 2.8956 -1.3709
H -1.1526 2.8766 -0.4999
H -1.7696 3.8076 -1.6299
O -1.9406 -3.4264 -2.6859
H -1.0366 -3.3174 -2.2859
H -2.4876 -3.9894 -2.1769
O -3.3486 -0.4954 1.5641
H -2.4926 -0.1144 1.5631
H -3.1566 -1.3274 1.2321
*
```

Mulliken atomic charge list, values in e, 8 entries: atom 1 (Y): 0.676, atom 2 (O): -0.689, atom 3 (C): 1.905, atom 4 (C): 0.291, atom 5 (O): 2.307, atom 6 (H): 0.303, atom 7 (H): -1.335, atom 8 (H): 0.789

---

Question: Which value of max |F| does entry 4 give?
Answer: 3.3 eV Å⁻¹